A molecular structure, C4H3F4N3, computed with ωB97M-V/def2-TZVPD.

Computed properties:
**LUMO**: -0.3 eV
**DFT total energy**: -717.8754 hartree

Geometry as ORCA input:
```
! RIJCOSX wB97M-V def2-TZVPD def2/J DEFGRID3
* xyz 0 1
C 0.961 -0.624 -2.311
C -0.049 -1.502 -0.689
C -0.752 1.197 0.644
C -0.130 0.604 1.861
N 0.626 -1.781 -1.788
N 0.573 0.427 -1.641
N -0.123 -0.127 -0.664
F -2.030 1.182 0.516
F -0.750 -0.547 2.276
F -0.336 1.491 2.869
F 1.205 0.495 1.783
H 1.527 -0.706 -3.236
H -0.545 -2.083 0.112
H -0.180 1.974 0.269
*
```

C9H12Cl3NO in the gas phase, computed with ωB97M-V/def2-TZVPD.

Computed properties:
**LUMO**: 0.0 eV
**SMILES string**: CC\C=C(CC)/C(Cl)=C(Cl)\N=C(/O)Cl
**DFT total energy**: -1860.5991 hartree

Geometry as ORCA input:
```
! RIJCOSX wB97M-V def2-TZVPD def2/J DEFGRID3
* xyz 0 1
C -1.722 -0.966 -0.093
C -0.282 -0.524 0.172
C -2.801 -0.168 -0.212
C 0.143 0.616 -0.357
C -1.879 1.852 0.571
C -0.344 -1.333 2.516
C 0.476 0.763 -2.809
C 0.476 -1.318 1.210
C -0.383 1.314 -1.608
N -2.659 1.211 -0.190
O -1.246 1.509 1.700
Cl -1.876 -2.661 -0.336
Cl -4.463 -0.808 -0.432
Cl -1.826 3.548 0.357
H 1.149 0.848 0.065
H -0.330 -0.445 3.120
H -0.065 -1.939 3.301
H -1.419 -1.733 2.400
H 0.764 -0.369 -2.812
H 1.504 1.189 -2.730
H 0.107 0.864 -3.823
H 0.472 -2.264 0.761
H 1.414 -0.871 1.469
H -1.338 1.003 -1.924
H -0.339 2.314 -1.402
H -0.957 0.554 1.751
*
```

A gas-phase ion, C9H15N3 (charge +2), computed with ωB97M-V/def2-TZVPD.

Computed properties:
**LUMO**: -8.7 eV
**SMILES string**: CCCNC#[N+]C=C=C=C[NH2+]C
**DFT total energy**: -515.4154 hartree

Geometry as ORCA input:
```
! RIJCOSX wB97M-V def2-TZVPD def2/J DEFGRID3
* xyz 2 1
C -1.357 2.077 -0.398
C -0.421 2.453 -1.188
C -1.884 1.456 0.655
C -1.197 -0.908 0.306
C 0.605 2.641 -1.984
C -0.839 -4.630 1.241
C 1.625 4.521 -0.837
C 0.056 -3.579 1.823
C 0.438 -2.651 0.652
N -1.633 0.096 0.752
N -0.783 -2.073 0.114
N 1.095 3.986 -2.076
H -2.488 1.781 1.440
H 1.178 1.916 -2.439
H -0.446 -5.043 0.305
H -0.925 -5.452 1.835
H -1.803 -4.204 1.068
H 1.858 5.606 -0.850
H 0.784 4.353 -0.074
H 2.561 3.883 -0.567
H 1.050 -3.918 2.299
H -0.407 -2.868 2.591
H 1.199 -1.876 0.906
H 0.800 -3.388 -0.090
H -1.399 -2.782 -0.221
H 1.897 3.983 -2.788
H 0.436 4.617 -2.475
*
```

2 unconnected molecules or ions with the total composition C3H3N3O3, computed with ωB97M-V/def2-TZVPD.

Computed properties:
**LUMO**: -1.2 eV
**DFT total energy**: -505.8635 hartree

Geometry as ORCA input:
```
! RIJCOSX wB97M-V def2-TZVPD def2/J DEFGRID3
* xyz 0 1
C 1.463 -0.246 0.030
C -0.102 1.466 -0.177
C -1.305 0.491 0.015
H -1.590 -2.067 0.995
H 3.151 -0.039 -0.274
H -0.398 2.538 -0.144
N -0.946 -0.670 -0.506
N 2.552 -0.775 0.098
N 1.107 1.131 -0.307
O -1.847 -1.642 -0.389
O 0.313 -0.988 0.314
O -2.399 0.801 0.345
*
```

C2H3N3S2 in the gas phase, computed with ωB97M-V/def2-TZVPD.

Computed properties:
**LUMO**: -0.5 eV
**SMILES string**: S=c1ncn(S)[nH]1
**DFT total energy**: -1038.5414 hartree

Geometry as ORCA input:
```
! RIJCOSX wB97M-V def2-TZVPD def2/J DEFGRID3
* xyz 0 1
C 0.212 1.113 -0.080
C -1.512 -0.222 -0.354
H 2.621 -0.273 1.327
H 0.771 1.985 0.200
H -0.431 -1.949 -0.201
N 0.709 -0.154 -0.033
N -1.046 1.204 -0.338
N -0.397 -0.920 -0.301
S 2.358 -0.409 -0.200
S -3.286 -0.375 -0.020
*
```

C5H10O2 in the gas phase, computed with ωB97M-V/def2-TZVPD.

Computed properties:
**LUMO**: 1.0 eV
**SMILES string**: CCO[C@@H](C)C=O
**DFT total energy**: -346.9582 hartree

Geometry as ORCA input:
```
! RIJCOSX wB97M-V def2-TZVPD def2/J DEFGRID3
* xyz 0 1
C 2.448 -0.886 -0.343
C 1.080 -0.804 0.334
O 0.453 0.478 0.189
C -0.956 0.382 0.358
C -1.680 1.723 0.547
C -1.465 -0.275 -0.931
O -2.108 -1.292 -1.035
H 3.139 -0.108 -0.002
H 2.889 -1.856 -0.084
H 2.407 -0.854 -1.440
H 0.442 -1.601 -0.083
H 1.175 -1.017 1.411
H -1.178 -0.256 1.222
H -2.744 1.471 0.609
H -1.435 2.267 1.469
H -1.563 2.418 -0.293
H -1.090 0.280 -1.819
*
```

Quick rundown of ΔE to the lowest compared entry with this formula, charge and spin, same order as above: 0.00 41.80 131.40 193.95 60.40 42.19 kcal per mole
Quick rundown of HOMO-LUMO gap, same order as above: 9.624 8.758 8.501 9.116 7.474 10.650 eV
Quick rundown of strongest force on any atom, same order as above: 6.5 4.6 4.2 5.8 5.6 0.7 eV/A